# 1
Here is 2 unconnected molecules or ions with the total composition C4H11N2S at a distorted geometry from OMol25. Energies are from ωB97M-V/def2-TZVPD.

Summary:
**Multiplicity**: 2
**Largest force on an atom**: 2.53 eV Å⁻¹
**E_HOMO (spin up / spin down)**: 4.16 / 1.76 eV
**Total charge**: -2
**HOMO-LUMO gap (spin up / spin down)**: 2.5 / 4.8 eV
**Energy above the lowest of the compared OMol25 structures with the same formula, charge and spin**: 296.5 kJ/mol
**Energy**: -18135.6012 eV

Each line ends with the Löwdin charge.
Cartesian coordinates (Å):
C 0.360 2.030 -1.049  -0.257
N -1.039 2.246 -0.720  -0.155
C -1.386 1.640 0.506  -0.665
N -2.352 0.769 0.488  -0.169
H 0.610 2.496 -2.043  0.028
H 1.024 2.547 -0.228  0.064
H 0.659 0.938 -1.133  -0.003
H -1.683 2.010 -1.469  0.059
H -0.704 1.666 1.345  -0.013
H -1.992 -0.108 0.078  -0.192
C 0.951 -2.693 0.904  -0.311
C 0.858 -1.344 0.208  -0.805
S -0.597 -1.282 -0.889  0.198
H 1.006 -3.600 0.219  0.049
H -0.008 -2.876 1.509  0.060
H 1.754 -2.732 1.676  0.030
H 1.850 -1.239 -0.315  0.036
H 0.689 -0.467 0.911  0.046



# 2
Here is a molecular structure, C4H11N2S at a distorted geometry from OMol25. Energies are from ωB97M-V/def2-TZVPD.

Summary:
**Multiplicity**: 1
**Largest force on an atom**: 7.22 eV Å⁻¹
**E_HOMO**: -13.44 eV
**Total charge**: +1
**HOMO-LUMO gap**: 9.7 eV
**Energy above the lowest of the compared OMol25 structures with the same formula, charge and spin**: 295.8 kJ/mol
**Energy**: -18132.4534 eV

Each line ends with the Löwdin charge.
Cartesian coordinates (Å):
C 2.048 0.715 -0.995  0.157
C 0.980 0.477 0.002  -0.277
C 0.592 -0.996 0.314  -0.110
C -1.877 -0.909 0.174  -0.530
N 0.376 1.578 0.710  0.118
N -0.708 -1.357 -0.361  -0.127
S -2.220 0.788 -0.479  0.841
H 2.606 1.621 -0.925  0.058
H 2.573 -0.176 -1.283  0.064
H 1.393 -1.616 -0.069  0.122
H 0.491 -1.276 1.325  0.108
H -2.652 -1.530 -0.162  0.085
H -1.987 -0.733 1.180  0.054
H -0.730 1.524 0.301  0.014
H 0.868 2.369 0.416  0.123
H -0.817 -2.342 -0.460  0.122
H 0.279 1.277 1.743  0.212
H -1.216 0.586 -1.432  -0.033



# 3
Here is 2 unconnected molecules or ions with the total composition C4H11N3 at a distorted geometry from OMol25. Energies are from ωB97M-V/def2-TZVPD.

Summary:
**Multiplicity**: 1
**Largest force on an atom**: 2.88 eV Å⁻¹
**E_HOMO (spin up / spin down)**: -8.70 / -7.37 eV
**Total charge**: 0
**HOMO-LUMO gap (spin up / spin down)**: 9.7 / 7.7 eV
**Energy above the lowest of the compared OMol25 structures with the same formula, charge and spin**: 522.2 kJ/mol
**Energy**: -8792.2071 eV

Each line ends with the Löwdin charge.
Cartesian coordinates (Å):
C -1.290 -0.337 0.017  -0.523
C -2.732 -0.810 -0.024  -0.059
C -1.044 1.194 0.400  -0.059
C 2.624 -0.721 0.789  -0.178
N -0.329 -1.051 -0.232  0.199
N 2.333 0.101 -1.361  -0.041
N 1.958 0.276 -0.077  -0.179
H -3.413 0.059 0.105  0.078
H -2.835 -1.596 0.737  0.080
H -2.880 -1.193 -1.054  0.083
H -1.642 1.918 -0.290  0.096
H 0.066 1.514 0.319  0.064
H -1.420 1.246 1.381  0.036
H 2.065 -0.936 1.685  0.040
H 2.442 -1.770 0.306  0.079
H 3.725 -0.530 1.009  0.084
H 2.577 -0.872 -1.625  0.087
H 1.660 0.692 -1.932  0.113



# 4
Here is C4H11N3 in the gas phase at a distorted geometry from OMol25. Energies are from ωB97M-V/def2-TZVPD.

Summary:
**Multiplicity**: 1
**Largest force on an atom**: 3.49 eV Å⁻¹
**E_HOMO**: -7.94 eV
**Total charge**: 0
**HOMO-LUMO gap**: 9.0 eV
**Energy above the lowest of the compared OMol25 structures with the same formula, charge and spin**: 443.6 kJ/mol
**Energy**: -8793.0218 eV
**Structure (SMILES)**: CN1C[C@]1(C)NN

Each line ends with the Löwdin charge.
Cartesian coordinates (Å):
C -2.057 0.399 -0.758  -0.075
N -0.676 0.758 -0.500  -0.158
C -0.215 1.075 0.858  -0.047
C 0.281 -0.156 0.159  -0.557
C -0.052 -1.539 0.638  -0.021
N 1.360 -0.021 -0.776  -0.134
N 2.615 -0.034 -0.092  -0.020
H -2.638 1.309 -0.911  0.083
H -2.508 -0.160 0.068  0.077
H -2.097 -0.219 -1.654  0.087
H 0.413 1.955 0.927  0.100
H -0.940 0.954 1.656  0.109
H 0.849 -1.927 1.113  0.078
H -0.899 -1.546 1.324  0.072
H -0.276 -2.184 -0.211  0.080
H 0.611 0.854 -1.284  0.205
H 2.919 0.907 0.159  0.062
H 3.311 -0.426 -0.717  0.059



# 5
Here is C4H11N3 in the gas phase at a distorted geometry from OMol25. Energies are from ωB97M-V/def2-TZVPD.

Summary:
**Multiplicity**: 1
**Largest force on an atom**: 6.03 eV Å⁻¹
**E_HOMO**: -8.86 eV
**Total charge**: 0
**HOMO-LUMO gap**: 9.7 eV
**Energy above the lowest of the compared OMol25 structures with the same formula, charge and spin**: 754.5 kJ/mol
**Energy**: -8789.7996 eV
**Structure (SMILES)**: [H]/N=C\NN(C)CC

Each line ends with the Löwdin charge.
Cartesian coordinates (Å):
H -1.371 -0.822 -1.146  0.140
N -2.569 -0.621 -1.093  0.049
C -2.451 -0.475 0.172  -0.415
N -1.158 -0.441 0.806  -0.108
N 0.012 0.003 -0.005  -0.278
C -0.476 1.422 -0.164  -0.092
C 1.252 -0.580 0.436  -0.363
C 2.310 -0.375 -0.529  -0.205
H -3.309 -0.039 0.758  0.120
H -1.051 -0.139 1.901  0.186
H 0.307 1.986 -0.834  0.091
H -1.788 1.359 -0.279  0.151
H -0.295 1.793 0.895  0.066
H 0.807 -1.771 0.389  0.187
H 1.942 -0.175 1.429  0.157
H 2.373 0.775 -1.034  0.135
H 2.054 -1.052 -1.374  0.057
H 3.411 -0.847 -0.329  0.122



# 6
Here is 2 unconnected molecules or ions with the total composition C4H11N3 at a distorted geometry from OMol25. Energies are from ωB97M-V/def2-TZVPD.

Summary:
**Multiplicity**: 1
**Largest force on an atom**: 1.04 eV Å⁻¹
**E_HOMO**: -8.25 eV
**Total charge**: 0
**HOMO-LUMO gap**: 9.1 eV
**Energy above the lowest of the compared OMol25 structures with the same formula, charge and spin**: 464.2 kJ/mol
**Energy**: -8792.8081 eV

Each line ends with the Löwdin charge.
Cartesian coordinates (Å):
C -0.593 -0.054 0.054  -0.471
C -0.180 -0.899 1.078  -0.045
C -0.946 1.377 0.396  -0.089
C -1.289 -0.625 -1.155  -0.090
N 1.319 0.296 -0.938  0.051
N 2.117 0.086 0.094  -0.259
N 1.999 -1.031 0.757  0.042
H 1.382 1.283 -1.194  0.068
H 2.369 0.869 0.700  0.147
H 1.798 -1.751 0.064  0.061
H -0.351 -1.964 0.998  0.072
H -0.077 -0.524 2.087  0.068
H -1.958 1.440 0.809  0.082
H -0.265 1.788 1.145  0.072
H -2.370 -0.673 -0.992  0.080
H -0.918 2.021 -0.487  0.069
H -1.109 -0.009 -2.038  0.069
H -0.928 -1.630 -1.378  0.074



# 7
Here is C4H11N3 in the gas phase at a distorted geometry from OMol25. Energies are from ωB97M-V/def2-TZVPD.

Summary:
**Multiplicity**: 1
**Largest force on an atom**: 3.89 eV Å⁻¹
**E_HOMO**: -7.83 eV
**Total charge**: 0
**HOMO-LUMO gap**: 8.8 eV
**Energy above the lowest of the compared OMol25 structures with the same formula, charge and spin**: 259.2 kJ/mol
**Energy**: -8794.9331 eV
**Structure (SMILES)**: N/C=C(\N)CCN

Each line ends with the Löwdin charge.
Cartesian coordinates (Å):
N 0.766 -1.831 2.054  0.015
C 1.058 -0.844 1.156  -0.226
C 0.475 -0.583 -0.064  -0.315
N -0.372 -1.528 -0.794  0.064
C 0.786 0.643 -0.955  -0.156
C -0.249 1.717 -0.555  -0.265
N -1.655 1.253 -0.714  0.002
H -0.088 -1.701 2.533  0.068
H 1.238 -2.671 2.007  0.044
H 1.593 -0.028 1.597  0.083
H -1.193 -0.945 -1.043  0.067
H -0.356 -2.459 -0.480  0.045
H 1.902 0.831 -0.744  0.129
H 0.607 0.237 -2.040  0.136
H -0.077 2.120 0.423  0.100
H -0.122 2.497 -1.283  0.090
H -2.170 1.345 0.140  0.063
H -2.144 1.948 -1.236  0.054



# 8
Here is C4H11N3 in the gas phase at a distorted geometry from OMol25. Energies are from ωB97M-V/def2-TZVPD.

Summary:
**Multiplicity**: 1
**Largest force on an atom**: 6.16 eV Å⁻¹
**E_HOMO**: -7.50 eV
**Total charge**: 0
**HOMO-LUMO gap**: 8.5 eV
**Energy above the lowest of the compared OMol25 structures with the same formula, charge and spin**: 443.4 kJ/mol
**Energy**: -8793.0231 eV
**Structure (SMILES)**: C/C=C/NN(C)N

Each line ends with the Löwdin charge.
Cartesian coordinates (Å):
C -2.941 -0.929 0.972  -0.150
C -1.461 -0.720 1.017  -0.167
C -0.868 0.088 0.047  -0.148
N 0.483 0.316 0.164  -0.112
N 1.188 0.465 -1.096  -0.238
C 1.998 1.614 -0.733  -0.122
N 1.978 -0.715 -1.373  0.050
H -3.069 -2.000 0.743  0.067
H -3.480 -0.731 1.892  0.057
H -3.482 -0.308 0.247  0.072
H -0.832 -0.931 1.914  0.095
H -1.265 0.318 -0.871  0.088
H 0.998 -0.085 1.028  0.170
H 3.017 1.622 -1.252  0.094
H 1.586 2.569 -1.144  0.085
H 2.098 1.693 0.340  0.061
H 1.320 -1.415 -1.145  0.054
H 2.731 -0.850 -0.750  0.043



# 9
Here is 2 unconnected molecules or ions with the total composition C4H11N3 at a distorted geometry from OMol25. Energies are from ωB97M-V/def2-TZVPD.

Summary:
**Multiplicity**: 1
**Largest force on an atom**: 1.72 eV Å⁻¹
**E_HOMO (spin up / spin down)**: -8.26 / -6.42 eV
**Total charge**: 0
**HOMO-LUMO gap (spin up / spin down)**: 9.1 / 6.6 eV
**Energy above the lowest of the compared OMol25 structures with the same formula, charge and spin**: 643.0 kJ/mol
**Energy**: -8790.9548 eV

Each line ends with the Löwdin charge.
Cartesian coordinates (Å):
C 1.787 -0.816 0.365  -0.100
N 0.598 -0.358 -0.340  -0.098
N 1.458 1.718 -1.023  -0.035
H 0.744 0.193 -1.257  0.105
H 1.894 1.990 -0.139  -0.041
H 0.606 2.282 -1.045  -0.049
H 1.793 -0.454 1.396  0.083
H 2.657 -0.415 -0.149  0.077
H 1.861 -1.903 0.366  0.074
C -0.730 -0.424 0.254  -0.475
C -2.362 1.214 0.443  -0.032
C -0.852 -1.757 -0.333  0.058
N -1.591 0.577 -0.323  0.027
H -0.661 -0.396 1.349  0.139
H -2.390 1.081 1.532  0.079
H -3.038 1.951 0.016  0.070
H -1.190 -1.851 -1.354  0.061
H -0.584 -2.630 0.242  0.056



# 10
Here is C4H11N3 in the gas phase at a distorted geometry from OMol25. Energies are from ωB97M-V/def2-TZVPD.

Summary:
**Multiplicity**: 1
**Largest force on an atom**: 7.49 eV Å⁻¹
**E_HOMO**: -8.01 eV
**Total charge**: 0
**HOMO-LUMO gap**: 8.9 eV
**Energy above the lowest of the compared OMol25 structures with the same formula, charge and spin**: 407.1 kJ/mol
**Energy**: -8793.3997 eV
**Structure (SMILES)**: CC(C)=C(N)NN

Each line ends with the Löwdin charge.
Cartesian coordinates (Å):
C -1.916 0.266 -0.458  -0.087
C -0.455 0.451 -0.305  -0.222
C 0.143 2.099 -0.748  -0.017
C 0.627 -0.223 -0.111  -0.317
N 1.940 0.004 0.174  0.091
N 0.288 -1.851 0.228  -0.115
N 0.386 -2.333 1.546  -0.053
H -2.455 0.932 0.222  0.079
H -2.243 0.490 -1.478  0.082
H -2.223 -0.758 -0.230  0.065
H -0.726 2.729 -0.552  0.038
H 0.954 2.452 -0.114  0.040
H 0.385 2.130 -1.810  0.048
H 2.376 0.654 -0.469  0.088
H 2.415 -0.893 0.220  0.087
H -0.598 -2.146 -0.181  0.070
H -0.229 -1.806 2.174  0.068
H 1.331 -2.196 1.894  0.057



# 11
Here is C4H11N3 in the gas phase at a distorted geometry from OMol25. Energies are from ωB97M-V/def2-TZVPD.

Summary:
**Multiplicity**: 1
**Largest force on an atom**: 2.05 eV Å⁻¹
**E_HOMO**: -6.99 eV
**Total charge**: 0
**HOMO-LUMO gap**: 7.4 eV
**Energy above the lowest of the compared OMol25 structures with the same formula, charge and spin**: 404.9 kJ/mol
**Energy**: -8793.4225 eV

Each line ends with the Löwdin charge.
Cartesian coordinates (Å):
C -0.039 0.154 1.480  -0.180
C 1.423 0.041 1.907  -0.101
C -0.257 0.363 0.006  -0.428
N 0.565 1.214 -0.671  0.178
N -1.483 0.166 -0.581  0.032
H 1.539 1.203 -0.407  0.098
H 0.431 1.168 -1.681  0.093
H -2.169 -0.209 0.064  0.096
H -0.587 -0.744 1.778  0.117
H -0.512 0.996 2.004  0.128
H 1.965 0.975 1.746  0.070
H 1.488 -0.187 2.972  0.075
H 1.927 -0.756 1.358  0.082
C -0.954 -0.981 -1.639  -0.434
N -0.610 -0.586 -2.842  -0.063
H -1.142 0.236 -3.122  0.008
H -1.597 -1.846 -1.450  0.106
H 0.012 -1.208 -0.920  0.121



# 12
Here is a gas-phase ion, C4H11N3 (charge +1) at a distorted geometry from OMol25. Energies are from ωB97M-V/def2-TZVPD.

Summary:
**Multiplicity**: 2
**Largest force on an atom**: 3.91 eV Å⁻¹
**E_HOMO (spin up / spin down)**: -12.70 / -12.79 eV
**Total charge**: +1
**HOMO-LUMO gap (spin up / spin down)**: 7.9 / 7.2 eV
**Energy above the lowest of the compared OMol25 structures with the same formula, charge and spin**: 270.3 kJ/mol
**Energy**: -8786.6096 eV

Each line ends with the Löwdin charge.
Cartesian coordinates (Å):
C -0.714 1.376 0.924  -0.262
C -0.511 -0.127 0.679  -0.122
C 0.767 -0.598 0.069  -0.295
C 0.557 -1.647 -0.847  -0.067
N 0.848 -1.286 -2.139  0.121
N 1.929 -0.183 0.554  0.231
N -2.122 1.589 0.787  -0.004
H -0.154 1.846 0.176  0.099
H -0.363 1.930 1.747  0.110
H -0.702 -0.737 1.591  0.161
H -1.201 -0.284 -0.184  0.128
H -0.353 -2.474 -0.665  0.215
H 1.657 -0.701 -2.101  0.089
H 1.232 -1.981 -2.828  0.152
H 2.487 0.073 -0.219  0.116
H 1.968 0.614 1.186  0.148
H -2.739 1.124 1.411  0.072
H -2.586 1.466 -0.141  0.109



Repeat the third record exactly.
Here is 2 unconnected molecules or ions with the total composition C4H11N3 at a distorted geometry from OMol25. Energies are from ωB97M-V/def2-TZVPD.

Summary:
**Multiplicity**: 1
**Largest force on an atom**: 2.88 eV Å⁻¹
**E_HOMO (spin up / spin down)**: -8.70 / -7.37 eV
**Total charge**: 0
**HOMO-LUMO gap (spin up / spin down)**: 9.7 / 7.7 eV
**Energy above the lowest of the compared OMol25 structures with the same formula, charge and spin**: 522.2 kJ/mol
**Energy**: -8792.2071 eV

Each line ends with the Löwdin charge.
Cartesian coordinates (Å):
C -1.290 -0.337 0.017  -0.523
C -2.732 -0.810 -0.024  -0.059
C -1.044 1.194 0.400  -0.059
C 2.624 -0.721 0.789  -0.178
N -0.329 -1.051 -0.232  0.199
N 2.333 0.101 -1.361  -0.041
N 1.958 0.276 -0.077  -0.179
H -3.413 0.059 0.105  0.078
H -2.835 -1.596 0.737  0.080
H -2.880 -1.193 -1.054  0.083
H -1.642 1.918 -0.290  0.096
H 0.066 1.514 0.319  0.064
H -1.420 1.246 1.381  0.036
H 2.065 -0.936 1.685  0.040
H 2.442 -1.770 0.306  0.079
H 3.725 -0.530 1.009  0.084
H 2.577 -0.872 -1.625  0.087
H 1.660 0.692 -1.932  0.113



What is the formula in the seventh record? C4H11N3